[1]
Computed, not measured: a 2-piece molecular cluster, C9H14O overall, with wB97M-V/def2-TZVPD.

Last column: Löwdin charge in e.
Element x y z (Å)
1 C -2.10 1.81 1.46  -0.183
2 C -2.57 0.47 1.68  -0.184
3 H -2.25 2.21 0.44  0.086
4 H -2.78 2.47 1.90  0.048
5 H -1.20 2.06 1.95  0.055
6 H -2.89 -0.05 0.85  0.046
7 H -1.85 -0.24 2.02  0.044
8 H -3.34 0.45 2.47  0.085
9 C 2.20 1.59 -1.55  -0.031
10 C 1.43 0.05 0.33  -0.066
11 C 1.65 0.25 -1.02  -0.303
12 C 0.75 -1.08 0.81  -0.020
13 C 1.48 -0.76 -1.99  -0.034
14 C 0.46 -2.06 -0.18  -0.287
15 C 0.68 -1.92 -1.58  -0.006
16 O -0.11 -3.22 0.29  0.093
17 H 1.74 0.82 1.20  0.160
18 H 0.46 -1.27 1.81  0.097
19 H 1.81 1.55 -2.53  0.049
20 H 3.15 1.55 -1.72  0.017
21 H 1.77 -0.63 -3.16  0.160
22 H 0.49 -2.74 -2.27  0.100
23 H -0.64 -3.67 -0.18  -0.020
24 H 1.64 2.36 -1.03  0.089

## Properties
**M**: 138.21 g/mol
**SMILES**: Cc1ccc(O)cc1.CC
**Lowest unoccupied orbital energy**: 0.034 hartree
**F_max**: 10.7 eV/Å
**Frontier orbital gap**: 0.342 hartree
**E_tot**: -426.458610 hartree
**HOMO**: -8.4024 eV

[2]
Computed, not measured: a 2-piece molecular cluster, C9H14O overall, with wB97M-V/def2-TZVPD.

Last column: Löwdin charge in e.
Element x y z (Å)
1 C 1.91 -1.73 -2.07  -0.083
2 C 1.30 -1.28 0.32  -0.026
3 C 1.52 -0.79 -1.03  -0.316
4 C 1.00 -0.37 1.28  -0.087
5 C 1.25 0.54 -1.25  -0.071
6 C 1.02 0.97 1.05  -0.314
7 C 1.12 1.51 -0.24  -0.026
8 O 0.79 1.71 2.27  -0.027
9 H 1.18 -2.39 0.62  0.149
10 H 0.75 -0.76 2.27  0.130
11 H 2.75 -2.32 -1.58  0.107
12 H 2.28 -1.40 -3.10  0.107
13 H 1.39 0.82 -2.32  0.124
14 H 0.79 2.50 -0.51  0.112
15 H 0.64 2.71 2.13  0.137
16 H 1.11 -2.37 -2.29  0.053
17 C -2.25 0.94 0.33  -0.169
18 C -2.94 -0.31 0.78  -0.165
19 H -2.70 1.59 -0.42  0.072
20 H -2.12 1.56 1.26  0.079
21 H -1.22 0.55 0.03  0.059
22 H -2.73 -0.78 1.66  0.031
23 H -2.82 -0.98 0.04  0.024
24 H -4.03 0.08 0.78  0.102

## Properties
**M**: 138.21 g/mol
**SMILES**: Cc1ccc(O)cc1.CC
**Lowest unoccupied orbital energy**: 0.033 hartree
**F_max**: 6.2 eV/Å
**Frontier orbital gap**: 0.341 hartree
**E_tot**: -426.500130 hartree
**HOMO**: -8.4033 eV

[3]
Computed, not measured: a 2-piece molecular cluster, C9H14O overall, with wB97M-V/def2-TZVPD.

Last column: Löwdin charge in e.
Element x y z (Å)
1 C -1.43 0.31 -2.76  -0.144
2 C -0.10 1.09 -2.64  -0.153
3 H -2.23 0.99 -3.04  0.062
4 H -1.42 -0.45 -3.54  0.065
5 H -1.54 -0.13 -1.77  0.014
6 H -0.24 2.12 -2.96  0.054
7 H 0.70 0.54 -3.13  0.059
8 H 0.28 1.20 -1.61  0.052
9 C -1.46 -1.73 0.33  -0.043
10 C 2.03 -0.39 1.13  -0.021
11 C 1.77 0.61 2.03  -0.328
12 C 1.00 -1.15 0.55  -0.046
13 C -0.30 -0.99 0.98  -0.279
14 C 0.45 0.82 2.44  -0.034
15 C -0.53 0.02 1.93  -0.056
16 O 2.76 1.45 2.47  0.045
17 H 3.08 -0.51 0.88  0.117
18 H 1.29 -1.88 -0.20  0.114
19 H 0.17 1.51 3.22  0.112
20 H 2.36 2.17 2.97  0.100
21 H -1.09 -2.76 0.30  0.082
22 H -1.59 -1.29 -0.66  0.035
23 H -1.55 0.19 2.26  0.111
24 H -2.43 -1.75 0.82  0.079

## Properties
**M**: 138.21 g/mol
**SMILES**: Cc1ccc(O)cc1.CC
**Lowest unoccupied orbital energy**: 0.032 hartree
**F_max**: 1.6 eV/Å
**Frontier orbital gap**: 0.342 hartree
**E_tot**: -426.547497 hartree
**HOMO**: -8.4183 eV

Among the records above, which one has the lowest F_max?
number 3

What did the second record say?
Computed, not measured: a 2-piece molecular cluster, C9H14O overall, with wB97M-V/def2-TZVPD.

Last column: Löwdin charge in e.
Element x y z (Å)
1 C 1.91 -1.73 -2.07  -0.083
2 C 1.30 -1.28 0.32  -0.026
3 C 1.52 -0.79 -1.03  -0.316
4 C 1.00 -0.37 1.28  -0.087
5 C 1.25 0.54 -1.25  -0.071
6 C 1.02 0.97 1.05  -0.314
7 C 1.12 1.51 -0.24  -0.026
8 O 0.79 1.71 2.27  -0.027
9 H 1.18 -2.39 0.62  0.149
10 H 0.75 -0.76 2.27  0.130
11 H 2.75 -2.32 -1.58  0.107
12 H 2.28 -1.40 -3.10  0.107
13 H 1.39 0.82 -2.32  0.124
14 H 0.79 2.50 -0.51  0.112
15 H 0.64 2.71 2.13  0.137
16 H 1.11 -2.37 -2.29  0.053
17 C -2.25 0.94 0.33  -0.169
18 C -2.94 -0.31 0.78  -0.165
19 H -2.70 1.59 -0.42  0.072
20 H -2.12 1.56 1.26  0.079
21 H -1.22 0.55 0.03  0.059
22 H -2.73 -0.78 1.66  0.031
23 H -2.82 -0.98 0.04  0.024
24 H -4.03 0.08 0.78  0.102

## Properties
**M**: 138.21 g/mol
**SMILES**: Cc1ccc(O)cc1.CC
**Lowest unoccupied orbital energy**: 0.033 hartree
**F_max**: 6.2 eV/Å
**Frontier orbital gap**: 0.341 hartree
**E_tot**: -426.500130 hartree
**HOMO**: -8.4033 eV

Among the records above, which one has the lowest lowest unoccupied orbital energy?
number 3